(1)
{"formula": "C4H14BrNO2Ta", "method": "ωB97M-V/def2-TZVPD", "lumo_energy_ev": 3.35, "multiplicity": 1, "charge": -1, "elements": ["C", "O", "C", "Ta", "N", "Br", "C", "O", "C", "H", "H", "H", "H", "H", "H", "H", "H", "H", "H", "H", "H", "H", "H"], "xyz": [[3.794, 1.085, 0.247], [2.614, 0.862, -0.448], [1.821, -0.207, 0.042], [-0.243, -0.572, -0.916], [-0.257, -2.474, -0.187], [-0.279, 1.864, -1.859], [-1.445, 0.023, 0.963], [-2.880, -0.027, 0.986], [-3.482, 0.967, 0.205], [3.651, 0.971, 1.335], [4.592, 0.395, -0.068], [4.110, 2.109, 0.041], [2.352, -1.164, -0.110], [1.714, -0.083, 1.139], [-1.878, -0.824, -1.758], [0.418, -1.252, -2.522], [-0.754, -2.572, 0.691], [-0.641, -3.140, -0.848], [-1.127, 1.012, 1.339], [-1.151, -0.695, 1.743], [-4.390, 1.302, 0.708], [-2.807, 1.822, 0.073], [-3.730, 0.597, -0.797]]}

(2)
{"formula": "C43H42CrN5OS6", "method": "ωB97M-V/def2-TZVPD", "s2": 6.012, "lumo_energy_ev": [-2.37, -2.38], "multiplicity": 5, "charge": 1, "elements": ["Cr", "C", "C", "S", "C", "C", "S", "C", "C", "S", "H", "H", "H", "H", "H", "H", "H", "H", "H", "H", "H", "H", "N", "S", "N", "S", "N", "S", "N", "C", "C", "C", "C", "C", "C", "C", "C", "C", "C", "C", "C", "C", "C", "C", "C", "C", "C", "C", "C", "C", "C", "C", "C", "C", "C", "C", "C", "C", "C", "C", "C", "C", "C", "C", "C", "H", "H", "H", "H", "H", "H", "H", "H", "H", "H", "H", "H", "H", "H", "H", "H", "H", "H", "H", "H", "H", "H", "H", "H", "H", "H", "H", "H", "H", "H", "O", "C", "N"], "xyz": [[1.247, 1.713, 0.917], [4.299, 3.693, 0.643], [3.621, 4.000, 2.004], [2.871, 2.579, 2.927], [4.332, 1.437, 3.157], [4.917, 0.683, 1.980], [3.609, -0.134, 1.057], [4.324, 0.086, -0.547], [4.178, 1.505, -1.229], [3.173, 2.843, -0.509], [5.103, 3.024, 0.797], [4.590, 4.657, 0.138], [2.795, 4.698, 1.876], [4.321, 4.492, 2.693], [3.944, 0.646, 3.784], [5.140, 1.882, 3.754], [5.703, -0.003, 2.318], [5.447, 1.359, 1.280], [3.889, -0.666, -1.156], [5.390, -0.169, -0.361], [3.658, 1.245, -2.156], [5.091, 1.967, -1.447], [-0.418, 0.973, 1.835], [-0.724, -0.437, 1.956], [-1.362, -1.278, 0.716], [-2.026, -0.709, -0.504], [-1.315, 0.304, -1.405], [0.348, 0.186, -1.661], [1.214, 0.072, -0.496], [0.554, -1.063, -2.882], [1.560, -1.987, -2.801], [1.810, -2.912, -3.867], [0.944, -2.862, -4.973], [-0.097, -1.966, -5.022], [-0.225, -0.940, -4.035], [0.466, 1.734, -2.592], [-0.251, 2.792, -2.069], [-0.139, 4.024, -2.711], [0.542, 4.124, -3.901], [1.295, 3.059, -4.428], [1.293, 1.858, -3.709], [-3.592, 0.017, -0.167], [-3.559, 1.100, 0.657], [-4.725, 1.836, 0.927], [-5.899, 1.365, 0.454], [-5.937, 0.289, -0.455], [-4.788, -0.447, -0.696], [-2.466, -2.183, -1.416], [-2.241, -3.458, -0.932], [-2.583, -4.569, -1.736], [-3.234, -4.395, -2.994], [-3.403, -3.063, -3.474], [-3.081, -1.992, -2.681], [-1.934, -0.698, 3.215], [-2.148, 0.356, 4.099], [-3.236, 0.249, 4.977], [-3.993, -0.958, 4.925], [-3.770, -2.003, 4.059], [-2.725, -1.852, 3.190], [0.643, -1.439, 2.357], [1.285, -1.096, 3.581], [2.266, -1.873, 4.070], [2.723, -3.011, 3.337], [2.149, -3.329, 2.171], [1.052, -2.592, 1.684], [2.150, -2.099, -1.870], [2.490, -3.750, -3.735], [1.053, -3.687, -5.668], [-0.788, -2.029, -5.870], [-0.891, -0.092, -4.177], [-0.841, 2.735, -1.152], [-0.616, 4.890, -2.205], [0.543, 5.062, -4.387], [1.923, 3.200, -5.283], [1.761, 0.955, -4.085], [-2.575, 1.407, 1.096], [-4.800, 2.611, 1.677], [-6.836, 1.842, 0.665], [-6.877, -0.102, -0.808], [-4.848, -1.416, -1.185], [-1.927, -3.626, 0.092], [-2.423, -5.564, -1.378], [-3.313, -5.256, -3.689], [-3.874, -2.911, -4.446], [-3.265, -0.993, -3.030], [-1.576, 1.264, 4.168], [-3.605, 1.073, 5.613], [-4.924, -0.956, 5.520], [-4.475, -2.847, 4.044], [-2.436, -2.635, 2.487], [0.931, -0.184, 4.026], [2.819, -1.614, 4.957], [3.706, -3.422, 3.714], [2.522, -4.118, 1.510], [0.607, -2.857, 0.812], [-1.544, 4.701, 1.424], [-0.530, 4.086, 1.372], [0.549, 3.569, 1.264]]}

(3)
{"formula": "C49H45AsCoN3O7S2Se", "method": "ωB97M-V/def2-TZVPD", "s2": 6.016, "lumo_energy_ev": [-4.33, -7.95], "multiplicity": 5, "charge": 2, "elements": ["Co", "O", "S", "C", "C", "C", "C", "S", "O", "C", "C", "C", "C", "C", "C", "C", "C", "C", "C", "C", "C", "H", "H", "H", "H", "H", "H", "H", "H", "H", "H", "H", "H", "H", "H", "H", "H", "H", "H", "O", "As", "C", "C", "C", "C", "C", "C", "C", "C", "C", "C", "C", "C", "C", "C", "C", "C", "C", "C", "H", "H", "H", "H", "H", "H", "H", "H", "H", "H", "H", "H", "H", "H", "H", "O", "C", "O", "C", "C", "C", "C", "C", "C", "N", "O", "O", "H", "H", "H", "H", "C", "N", "C", "Se", "N", "C", "C", "C", "C", "C", "C", "H", "H", "H", "H", "H", "H", "H", "H"], "xyz": [[0.718, -0.374, 0.415], [0.421, -0.193, 2.524], [1.121, -0.265, 3.863], [1.807, -1.937, 4.027], [2.820, -2.359, 2.967], [4.245, -1.799, 3.082], [4.469, -0.325, 2.739], [4.120, 0.048, 1.016], [2.622, -0.087, 0.969], [4.451, 1.789, 1.044], [3.602, 2.638, 1.742], [3.881, 3.994, 1.763], [4.998, 4.484, 1.091], [5.834, 3.623, 0.393], [5.558, 2.262, 0.360], [-0.180, -0.460, 5.052], [-1.463, -0.734, 4.610], [-2.463, -0.930, 5.553], [-2.169, -0.841, 6.906], [-0.878, -0.547, 7.330], [0.130, -0.348, 6.400], [0.936, -2.597, 4.020], [2.237, -1.953, 5.032], [2.406, -2.170, 1.978], [2.899, -3.445, 3.054], [4.892, -2.407, 2.446], [4.606, -1.944, 4.103], [5.510, -0.036, 2.899], [3.835, 0.353, 3.316], [2.743, 2.239, 2.269], [3.242, 4.670, 2.315], [5.219, 5.542, 1.117], [6.699, 4.010, -0.127], [6.192, 1.583, -0.195], [-1.656, -0.794, 3.545], [-3.470, -1.160, 5.232], [-2.949, -0.997, 7.638], [-0.658, -0.462, 8.385], [1.134, -0.103, 6.726], [-0.914, -1.372, 0.220], [-2.573, -1.514, 0.378], [-3.299, -2.044, -1.295], [-4.373, -1.395, -1.896], [-4.814, -1.823, -3.142], [-4.182, -2.883, -3.776], [-3.120, -3.537, -3.164], [-2.675, -3.123, -1.920], [-3.245, 0.197, 0.877], [-3.631, 0.488, 2.177], [-3.942, 1.797, 2.526], [-3.868, 2.806, 1.578], [-3.490, 2.515, 0.272], [-3.176, 1.210, -0.080], [-2.908, -2.856, 1.674], [-1.815, -3.501, 2.243], [-2.039, -4.537, 3.139], [-3.337, -4.911, 3.458], [-4.423, -4.261, 2.885], [-4.213, -3.231, 1.982], [-4.882, -0.580, -1.397], [-5.650, -1.328, -3.615], [-4.517, -3.201, -4.752], [-2.639, -4.368, -3.660], [-1.840, -3.627, -1.446], [-3.701, -0.298, 2.921], [-4.248, 2.024, 3.538], [-4.122, 3.821, 1.852], [-3.465, 3.299, -0.474], [-2.914, 0.969, -1.103], [-0.812, -3.191, 1.975], [-1.203, -5.058, 3.586], [-3.506, -5.722, 4.154], [-5.430, -4.563, 3.133], [-5.059, -2.734, 1.521], [2.511, 1.155, -1.696], [1.971, 0.133, -2.130], [1.245, -0.675, -1.454], [2.060, -0.185, -3.596], [3.036, 0.398, -4.397], [3.072, 0.139, -5.760], [2.107, -0.675, -6.341], [1.132, -1.213, -5.525], [1.098, -1.008, -4.162], [0.048, -2.008, -6.132], [-0.977, -2.124, -5.488], [0.220, -2.430, -7.249], [3.766, 1.052, -3.938], [3.845, 0.574, -6.376], [2.099, -0.884, -7.401], [0.340, -1.479, -3.552], [1.465, 4.419, -1.623], [0.585, 3.422, -2.221], [0.021, 2.399, -1.579], [0.127, 2.060, 0.256], [-0.610, 1.618, -2.464], [-0.437, 2.133, -3.737], [-0.866, 1.686, -4.984], [-0.465, 2.439, -6.064], [0.331, 3.594, -5.913], [0.749, 4.035, -4.678], [0.338, 3.278, -3.582], [1.115, 4.652, -0.621], [1.435, 5.317, -2.233], [2.478, 4.020, -1.578], [-1.014, 0.722, -2.228], [-1.475, 0.799, -5.095], [-0.764, 2.136, -7.058], [0.621, 4.147, -6.795], [1.358, 4.921, -4.572]]}

(4)
{"formula": "C36H35Cl3MoN4O3S2SbSe5", "method": "ωB97M-V/def2-TZVPD", "s2": 2.041, "lumo_energy_ev": [1.53, 1.42], "multiplicity": 3, "charge": -1, "elements": ["Mo", "Se", "Sb", "Se", "Se", "Se", "C", "C", "C", "C", "C", "C", "Se", "C", "C", "C", "H", "H", "H", "H", "H", "H", "H", "H", "H", "H", "H", "Cl", "C", "C", "C", "C", "C", "C", "N", "C", "C", "N", "C", "O", "C", "C", "C", "Cl", "S", "C", "C", "C", "Cl", "C", "H", "H", "H", "H", "H", "H", "H", "H", "H", "H", "H", "H", "H", "C", "N", "C", "C", "N", "C", "S", "H", "H", "H", "H", "H", "H", "O", "C", "O", "C", "C", "C", "C", "C", "C", "H", "H", "H", "H", "H"], "xyz": [[-0.279, 1.974, -0.699], [-3.838, 3.320, -3.937], [-2.660, 4.278, -2.081], [-2.526, 2.598, -0.052], [-0.057, 3.756, -2.249], [-2.937, 6.573, -1.431], [-2.212, -2.294, 5.915], [-1.735, -1.757, 4.586], [-0.397, -1.466, 4.369], [0.081, -1.031, 3.132], [1.550, -0.757, 2.978], [-0.832, -0.870, 2.075], [-0.185, -0.517, 0.294], [-2.195, -1.135, 2.281], [-3.209, -0.958, 1.183], [-2.621, -1.577, 3.533], [-1.511, -2.046, 6.714], [-2.307, -3.383, 5.878], [-3.191, -1.886, 6.175], [0.309, -1.590, 5.187], [2.106, -1.146, 3.838], [1.727, 0.315, 2.911], [1.940, -1.210, 2.067], [-3.215, 0.073, 0.827], [-4.214, -1.197, 1.539], [-2.974, -1.600, 0.328], [-3.676, -1.795, 3.679], [3.613, -4.958, -4.169], [2.046, -4.444, -3.616], [1.943, -3.540, -2.575], [0.682, -3.182, -2.126], [-0.480, -3.697, -2.695], [-1.813, -3.270, -2.101], [-2.604, -2.322, -3.016], [-1.926, -1.039, -3.138], [-0.845, -0.740, -3.957], [-0.366, 0.451, -3.527], [-1.098, 0.872, -2.428], [-2.028, -0.047, -2.243], [-2.663, -4.354, -1.760], [-2.743, -4.553, -0.355], [-1.435, -4.760, 0.359], [-0.515, -5.727, 0.096], [-0.640, -6.994, -1.053], [0.863, -5.629, 1.118], [0.199, -4.282, 1.948], [-1.012, -3.933, 1.447], [-0.335, -4.580, -3.768], [-1.705, -5.258, -4.598], [0.917, -4.958, -4.228], [2.830, -3.121, -2.116], [0.595, -2.481, -1.299], [-1.588, -2.696, -1.197], [-3.578, -2.155, -2.560], [-2.747, -2.746, -4.006], [-0.538, -1.381, -4.768], [0.437, 1.045, -3.923], [-2.825, 0.025, -1.523], [-3.390, -5.418, -0.218], [-3.229, -3.683, 0.098], [0.747, -3.817, 2.756], [-1.596, -3.100, 1.825], [1.008, -5.656, -5.050], [3.728, 3.724, -3.030], [3.906, 3.371, -1.629], [4.728, 4.050, -0.739], [4.571, 3.476, 0.466], [3.665, 2.448, 0.293], [3.245, 2.383, -0.986], [2.224, 1.197, -1.648], [2.897, 4.413, -3.147], [3.514, 2.822, -3.597], [4.645, 4.186, -3.391], [5.346, 4.874, -1.052], [5.031, 3.688, 1.416], [3.231, 1.922, 1.037], [1.820, 2.673, 2.594], [1.137, 3.286, 1.803], [0.483, 2.703, 0.819], [1.012, 4.775, 1.851], [-0.027, 5.439, 1.205], [-0.044, 6.826, 1.160], [0.975, 7.548, 1.767], [1.982, 6.890, 2.465], [1.994, 5.505, 2.515], [-0.836, 4.875, 0.763], [-0.854, 7.326, 0.645], [0.984, 8.631, 1.706], [2.760, 7.457, 2.966], [2.754, 4.968, 3.069]]}

(5)
{"formula": "C4H14O4", "method": "ωB97M-V/def2-TZVPD", "lumo_energy_ev": 0.14, "multiplicity": 1, "elements": ["C", "C", "C", "O", "C", "H", "H", "H", "H", "H", "H", "H", "H", "H", "H", "O", "H", "H", "O", "H", "H", "O"], "xyz": [[1.764, -1.067, 0.027], [0.807, -0.283, 0.864], [0.826, 1.035, 0.992], [1.818, 1.829, 0.563], [-0.247, 1.735, 1.799], [2.214, -0.521, -0.822], [1.407, -2.036, -0.275], [2.736, -1.273, 0.545], [0.078, -0.990, 1.220], [1.795, 2.448, -0.146], [-0.692, 0.921, 2.418], [-1.219, 1.986, 1.364], [0.072, 2.594, 2.394], [-2.393, -1.598, 0.415], [-3.206, -0.281, 0.259], [-3.051, -1.026, 0.832], [0.001, -0.392, -3.613], [0.641, 0.311, -2.520], [-0.247, 0.227, -2.906], [-0.605, -2.374, -1.787], [-0.808, -0.937, -1.353], [-0.852, -1.858, -1.025]]}

(6)
{"formula": "C3H9O3SSi", "method": "ωB97M-V/def2-TZVPD", "lumo_energy_ev": [2.76, 3.46], "multiplicity": 1, "charge": -1, "elements": ["C", "C", "C", "O", "O", "O", "Si", "S", "H", "H", "H", "H", "H", "H", "H", "H", "H"], "xyz": [[-1.088, 1.735, -0.293], [-1.039, -1.738, -0.688], [0.243, -0.222, 1.151], [1.346, 0.077, -1.080], [2.636, 1.238, 0.691], [2.666, -1.236, 0.531], [-0.359, 0.036, -0.901], [1.890, 0.010, 0.427], [-1.480, 1.545, 0.685], [-0.245, 2.388, -0.236], [-1.736, 2.265, -0.904], [-1.945, -2.005, -1.172], [-0.361, -2.428, -1.119], [-0.888, -1.989, 0.380], [0.591, 1.191, 3.135], [0.226, -0.927, 1.876], [-0.457, 0.061, -2.484]]}